1.
A cluster of 5 separate species, C2H12O5 in total. Source: OMol25; level of theory: ωB97M-V/def2-TZVPD.

Output
SMILES: C=CO.O.O.O.O
strongest force on any atom: 0.017 Eh/bohr
relative energy (zero: lowest compared OMol25 entry of this formula, charge and spin): 0.2717 eV
calculated total energy: -459.58374 Eh
spin multiplicity: 1
highest occupied orbital energy: -9.09 eV
total charge: 0
frontier orbital gap: 0.3470 Ha

The geometry in XYZ format:
```
19
C2H12O5 | OMol25 | ωB97M-V/def2-TZVPD
C -3.19 -0.45 0.18
C -2.19 0.24 -0.34
O -1.10 -0.38 -0.91
H -3.95 0.11 0.71
H -3.28 -1.52 0.19
H -2.15 1.32 -0.41
H -0.45 0.27 -1.24
O 1.13 1.35 -1.10
H 1.24 1.48 -2.05
H 1.83 0.71 -0.84
O 0.19 1.18 1.65
H 0.15 2.12 1.84
H 0.15 1.11 0.68
O 3.00 -0.66 -0.33
H 3.54 -0.96 -1.07
H 2.43 -1.41 -0.07
O 0.77 -1.47 0.91
H -0.05 -1.49 0.40
H 0.84 -0.58 1.29
```

---

2.
A cluster of 14 separate species, C55H151N13O14 in total at a distorted geometry. Source: OMol25; level of theory: ωB97M-V/def2-TZVPD.

Output
strongest force on any atom: 0.070 Eh/bohr
relative energy (zero: lowest compared OMol25 entry of this formula, charge and spin): 0.2801 eV
calculated total energy: -3950.97676 Eh
spin multiplicity: 1
highest occupied orbital energy: -8.69 eV
total charge: 0
frontier orbital gap: 0.3380 Ha

The geometry in XYZ format:
```
233
C55H151N13O14 | OMol25 | ωB97M-V/def2-TZVPD
C -1.26 -0.76 6.02
C -1.68 -1.79 4.89
C -1.34 -1.27 3.48
O -1.10 -3.07 5.14
H -1.29 -1.30 6.94
H -2.01 0.07 5.99
H -0.28 -0.31 5.82
H -2.79 -2.02 4.98
H -0.23 -1.17 3.38
H -1.85 -0.31 3.41
H -1.73 -1.96 2.69
H -0.17 -2.98 4.67
C -2.20 -5.57 2.17
C -1.09 -5.04 1.34
C 0.12 -5.89 1.48
O 0.44 -5.94 2.88
C 1.40 -6.99 3.10
N -1.42 -4.93 -0.13
H -3.15 -4.96 2.07
H -2.05 -5.53 3.25
H -2.50 -6.60 1.86
H -0.86 -3.93 1.64
H 1.01 -5.41 0.94
H -0.06 -6.88 1.08
H 1.95 -6.91 4.05
H 2.11 -6.96 2.24
H 0.80 -7.89 3.06
H -1.36 -5.83 -0.55
H -2.37 -4.62 -0.12
C -3.37 4.08 -0.66
C -3.14 5.39 -0.02
C -3.78 5.47 1.35
O -3.56 6.72 2.04
C -4.19 6.69 3.32
N -1.70 5.68 -0.07
H -3.11 4.10 -1.72
H -4.43 3.82 -0.47
H -2.73 3.26 -0.16
H -3.63 6.13 -0.66
H -3.42 4.67 1.97
H -4.92 5.28 1.25
H -4.29 7.66 3.71
H -3.66 6.00 4.02
H -5.31 6.41 3.18
H -1.47 6.58 0.32
H -1.20 4.96 0.42
C 2.60 -1.11 -3.95
C 3.37 -0.04 -4.68
C 2.57 0.67 -5.78
O 3.26 1.80 -6.31
C 2.48 2.66 -7.09
N 3.89 0.95 -3.70
H 1.88 -0.62 -3.28
H 3.21 -1.77 -3.37
H 2.03 -1.69 -4.69
H 4.25 -0.50 -5.13
H 1.60 0.92 -5.41
H 2.40 -0.03 -6.61
H 2.23 2.18 -8.03
H 3.07 3.57 -7.30
H 1.53 2.94 -6.59
H 3.13 1.45 -3.27
H 4.33 1.64 -4.25
C 0.10 3.17 -1.57
C 1.24 3.51 -2.53
C 1.45 5.04 -2.75
O 2.75 5.35 -3.17
C 3.00 5.11 -4.51
N 2.45 2.92 -1.96
H -0.06 2.11 -1.59
H -0.85 3.66 -1.71
H 0.36 3.47 -0.55
H 1.13 3.15 -3.56
H 1.13 5.56 -1.88
H 0.65 5.30 -3.43
H 3.29 4.08 -4.69
H 3.91 5.70 -4.72
H 2.08 5.35 -5.09
H 3.09 3.73 -1.85
H 2.29 2.64 -1.04
C -6.13 1.45 0.30
C -5.72 1.33 1.78
C -5.91 -0.12 2.30
O -5.04 -0.99 1.53
C -4.96 -2.29 2.05
N -4.40 1.85 1.99
H -7.16 1.15 0.18
H -5.43 0.86 -0.32
H -6.06 2.45 -0.16
H -6.41 1.86 2.41
H -6.94 -0.43 2.19
H -5.67 -0.23 3.36
H -5.98 -2.75 2.06
H -4.65 -2.36 3.08
H -4.30 -2.85 1.42
H -4.28 2.27 2.87
H -3.75 1.07 1.84
C -0.57 -4.30 -4.75
C -0.11 -4.75 -3.38
C -0.26 -6.38 -3.36
O 0.17 -7.00 -2.18
C 0.55 -8.39 -2.39
N 1.32 -4.48 -3.23
H -1.62 -4.41 -4.96
H -0.07 -4.82 -5.61
H -0.36 -3.24 -4.83
H -0.71 -4.30 -2.61
H 0.30 -6.76 -4.20
H -1.35 -6.62 -3.63
H 0.91 -8.79 -1.42
H 1.44 -8.36 -3.01
H -0.28 -9.03 -2.81
H 1.34 -3.48 -2.99
H 1.63 -4.98 -2.43
C 6.40 -0.76 -1.13
C 5.96 0.36 -0.05
C 6.95 0.54 1.08
O 7.23 -0.70 1.79
C 7.82 -0.60 3.09
N 5.62 1.63 -0.73
H 6.84 -1.63 -0.70
H 7.22 -0.32 -1.66
H 5.57 -0.98 -1.77
H 5.07 0.00 0.48
H 6.61 1.26 1.83
H 7.92 0.96 0.64
H 7.71 -1.57 3.61
H 7.35 0.15 3.69
H 8.91 -0.44 3.06
H 6.44 1.91 -1.25
H 4.88 1.38 -1.40
C 3.62 0.70 3.46
C 3.89 2.13 3.16
C 3.27 2.67 1.79
O 3.24 4.12 1.71
C 4.45 4.65 1.23
N 3.51 2.92 4.39
H 3.73 0.03 2.57
H 2.58 0.62 3.75
H 4.34 0.26 4.18
H 4.98 2.20 3.06
H 2.22 2.34 1.82
H 3.82 2.31 0.95
H 4.85 4.01 0.42
H 5.24 4.65 1.99
H 4.30 5.61 0.81
H 2.49 2.86 4.41
H 3.74 3.90 4.11
C -3.58 -3.15 -2.58
C -4.53 -3.10 -1.37
C -5.91 -2.59 -1.67
O -5.88 -1.23 -2.08
C -7.24 -0.77 -2.22
N -4.54 -4.43 -0.70
H -2.75 -3.68 -2.19
H -3.30 -2.09 -2.83
H -4.14 -3.65 -3.36
H -4.01 -2.47 -0.61
H -6.54 -2.79 -0.76
H -6.32 -3.26 -2.49
H -7.21 0.31 -2.18
H -7.88 -1.11 -1.39
H -7.59 -1.10 -3.20
H -4.54 -5.26 -1.27
H -5.31 -4.45 -0.03
C -4.29 1.25 -4.05
C -2.85 1.62 -4.42
C -2.46 3.13 -4.73
O -1.20 3.37 -5.28
C -1.01 2.89 -6.57
N -1.93 1.07 -3.40
H -4.38 0.19 -3.87
H -4.96 1.58 -4.88
H -4.72 1.79 -3.14
H -2.58 0.98 -5.28
H -2.45 3.73 -3.78
H -3.16 3.59 -5.43
H -0.25 3.50 -7.07
H -1.91 3.13 -7.16
H -0.83 1.78 -6.57
H -1.03 1.45 -3.57
H -2.25 1.24 -2.47
C 1.85 -0.27 0.00
C 0.86 -1.51 0.03
C -0.47 -1.23 -0.54
O -1.19 -0.20 0.12
C -2.54 -0.16 -0.29
N 1.53 -2.65 -0.69
H 2.77 -0.32 0.66
H 1.36 0.67 0.21
H 2.21 -0.16 -1.01
H 0.68 -1.77 1.09
H -1.01 -2.18 -0.37
H -0.45 -1.13 -1.64
H -2.89 0.87 -0.24
H -3.19 -0.75 0.34
H -2.68 -0.56 -1.29
H 1.05 -3.55 -0.77
H 2.44 -2.82 -0.23
C 2.95 -2.68 5.80
C 2.70 -2.73 4.25
C 3.81 -3.49 3.61
O 3.53 -3.46 2.24
C 4.46 -4.12 1.41
N 1.37 -3.28 3.95
H 3.85 -2.14 6.01
H 3.16 -3.68 6.22
H 2.13 -2.25 6.31
H 2.71 -1.67 3.91
H 3.81 -4.55 3.86
H 4.77 -3.04 3.89
H 4.31 -3.79 0.32
H 4.16 -5.19 1.43
H 5.50 -3.95 1.76
H 1.44 -4.22 4.31
H 1.17 -3.42 2.95
C -0.50 6.20 4.79
C 0.37 5.17 4.06
C -0.45 3.91 3.93
O 0.23 2.89 3.36
C -0.55 2.25 2.38
N 0.82 5.79 2.82
H -1.13 5.73 5.51
H -1.12 6.66 4.06
H 0.15 6.88 5.33
H 1.21 4.91 4.66
H -1.37 4.10 3.34
H -0.85 3.68 4.90
H 0.03 1.37 2.01
H -0.75 2.91 1.49
H -1.43 1.81 2.86
H 0.05 6.06 2.26
H 1.41 5.23 2.25
```

---

3.
A structure of composition C21H30F5MnNOP2S at a distorted geometry. Source: OMol25; level of theory: ωB97M-V/def2-TZVPD.

Output
strongest force on any atom: 0.043 Eh/bohr
relative energy (zero: lowest compared OMol25 entry of this formula, charge and spin): 0.3303 eV
calculated total energy: -3679.19428 Eh
spin multiplicity: 4
<S²>: 3.92
highest occupied orbital energy (spin up / spin down): -5.92 / -6.30 eV
total charge: 0
frontier orbital gap (spin up / spin down): 0.2228 / 0.2319 Ha

The geometry in XYZ format:
```
62
C21H30F5MnNOP2S | OMol25 | ωB97M-V/def2-TZVPD
Mn 0.39 0.32 -0.23
P 2.47 -0.22 -1.13
P -2.66 0.18 1.39
N -0.55 0.30 -1.70
H -1.84 -1.84 0.23
C 2.79 -2.01 -1.06
H 3.76 -2.23 -1.52
H 1.99 -2.54 -1.61
H 2.78 -2.36 -0.02
C 3.90 0.64 -0.41
H 4.82 0.40 -0.96
H 4.01 0.35 0.64
H 3.70 1.72 -0.47
C 2.42 0.17 -2.91
H 3.41 0.05 -3.35
H 2.07 1.21 -3.03
H 1.70 -0.49 -3.42
C -3.89 -0.94 2.03
H -4.82 -0.36 2.10
H -3.59 -1.31 3.02
H -4.06 -1.80 1.36
C -1.99 1.28 2.56
H -2.76 1.97 2.90
H -1.16 1.84 2.11
H -1.57 0.62 3.45
C -3.19 0.88 -0.16
H -4.20 1.28 0.03
H -3.20 0.11 -0.96
H -2.48 1.69 -0.44
C -1.15 0.37 -2.86
C -2.16 -0.71 -4.81
C -1.60 -0.81 -3.55
C -1.37 1.65 -3.47
C -1.93 1.74 -4.73
C -2.29 0.56 -5.41
H -2.49 -1.61 -5.34
H -1.48 -1.78 -3.06
H -1.07 2.54 -2.91
H -2.08 2.72 -5.19
H -2.69 0.63 -6.42
C 1.98 -0.13 3.09
O 1.18 0.48 2.36
C 2.56 -1.48 2.83
H 2.64 -2.04 3.78
H 3.60 -1.32 2.48
H 2.00 -2.11 2.12
C 2.52 0.44 4.36
H 2.14 -0.13 5.24
H 2.24 1.48 4.49
H 3.62 0.37 4.35
F 0.28 -1.07 8.56
C -0.22 -0.75 7.35
C -0.46 0.58 7.00
F -0.13 1.58 7.84
C -0.92 0.87 5.72
F -0.95 2.19 5.39
C -1.22 -0.07 4.75
S -0.98 -1.15 1.04
C -0.94 -1.38 5.11
F -1.06 -2.41 4.23
C -0.48 -1.74 6.41
F -0.24 -3.04 6.71
```

---

4.
A cluster of 2 separate species, C11H11FN2O5S in total at a distorted geometry. Source: OMol25; level of theory: ωB97M-V/def2-TZVPD.

Output
strongest force on any atom: 0.136 Eh/bohr
calculated total energy: -1409.00958 Eh
spin multiplicity: 1
highest occupied orbital energy: 0.97 eV
total charge: -2
frontier orbital gap: 0.0675 Ha

The geometry in XYZ format:
```
31
C11H11FN2O5S | OMol25 | ωB97M-V/def2-TZVPD
C 0.01 -2.73 0.35
C -1.51 -2.69 -0.28
O -1.74 -1.55 -1.21
C -1.81 -0.29 -0.41
C -0.42 0.62 -0.35
C -0.37 2.03 0.51
C 1.06 2.86 0.56
O 1.86 2.65 -0.65
C 2.89 1.61 -0.47
C -1.76 2.51 1.25
N -1.97 3.79 2.07
S -3.67 3.75 2.57
N -4.38 2.24 1.97
C -3.18 1.63 1.22
C -3.20 0.19 0.39
F -4.37 -0.71 0.31
H 0.12 -1.78 1.05
H 0.19 -3.68 1.06
H 0.87 -2.74 -0.45
H -1.74 -3.68 -0.87
H -2.30 -2.54 0.60
H 0.51 0.22 -0.94
H 1.58 2.57 1.56
H 0.83 4.03 0.64
H 2.65 0.62 -1.09
H 3.07 1.27 0.63
H 3.90 2.03 -0.93
C 3.22 -3.08 -2.31
O 3.36 -3.65 -3.38
O 3.07 -3.64 -1.22
O 3.21 -1.85 -2.16
```

---

5.
A cluster of 2 separate species, C5H13NO2 in total at a distorted geometry. Source: OMol25; level of theory: ωB97M-V/def2-TZVPD.

Output
SMILES: CCCNC(C)=O.O
strongest force on any atom: 0.073 Eh/bohr
relative energy (zero: lowest compared OMol25 entry of this formula, charge and spin): 1.2052 eV
calculated total energy: -403.53232 Eh
spin multiplicity: 1
highest occupied orbital energy: -9.79 eV
total charge: 0
frontier orbital gap: 0.3874 Ha

The geometry in XYZ format:
```
21
C5H13NO2 | OMol25 | ωB97M-V/def2-TZVPD
C 2.05 -2.72 -0.76
C 1.52 -2.16 0.53
C 0.12 -1.60 0.32
N 0.19 -0.19 -0.18
C -0.87 0.68 -0.39
C -2.24 0.07 -0.41
O -0.56 1.85 -0.58
H 2.16 -2.11 -1.67
H 3.08 -3.24 -0.68
H 1.42 -3.56 -1.13
H 1.49 -2.79 1.44
H 2.09 -1.26 0.79
H -0.58 -2.08 -0.38
H -0.46 -1.63 1.24
H 1.00 0.25 0.25
H -2.94 0.55 -1.16
H -2.71 0.30 0.50
H -2.19 -0.96 -0.73
O -0.28 3.82 1.25
H -0.86 3.49 0.54
H 0.52 3.37 0.95
```

---

6.
A structure of composition C7H9NO at a distorted geometry. Source: OMol25; level of theory: ωB97M-V/def2-TZVPD.

Output
strongest force on any atom: 0.135 Eh/bohr
relative energy (zero: lowest compared OMol25 entry of this formula, charge and spin): 4.8402 eV
calculated total energy: -401.96314 Eh
spin multiplicity: 1
highest occupied orbital energy: -8.70 eV
total charge: 0
frontier orbital gap: 0.3384 Ha

The geometry in XYZ format:
```
18
C7H9NO | OMol25 | ωB97M-V/def2-TZVPD
C -0.42 -0.02 -0.83
C -0.36 -1.58 0.49
C -1.22 0.83 0.80
C -0.21 1.37 -0.08
C 1.26 1.27 0.40
C 1.68 -0.01 0.26
C 0.73 -0.91 -0.37
H -0.52 -0.84 -2.72
H -0.72 -2.51 0.13
H -0.01 -1.68 1.56
H -0.98 0.65 1.86
H -2.17 1.36 0.90
H -0.53 2.19 -0.65
H 1.69 2.15 0.85
H 2.75 -0.32 0.40
H 1.19 -1.68 -1.04
N -1.39 -0.54 0.18
O -0.79 0.26 -2.14
```